This record from the Open Molecules 2025 dataset describes C3H7NS in the gas phase. The level of theory is wB97M-V/def2-TZVPD.

XYZ file:
```
12
Properties=species:S:1:pos:R:3:forces:R:3
C -2.516 0.141 0.049 -1.546 1.151 2.723
C 1.346 0.787 -0.175 -0.419 -2.537 0.645
C 2.045 -0.652 0.085 -3.355 1.675 0.028
H -2.573 1.401 -0.285 -0.239 -4.212 0.268
H -3.269 -0.811 -0.305 1.681 3.381 0.713
H -2.665 0.270 1.338 0.401 -0.658 -3.825
H 2.242 1.599 -0.519 -3.507 -1.307 1.414
H 1.215 -1.390 0.028 0.645 0.321 0.565
H 2.509 -0.816 -0.822 2.215 -0.644 -1.404
H 2.552 -0.758 1.041 0.469 0.208 -0.375
N 0.011 0.779 -0.117 4.814 3.410 -1.308
S -0.895 -0.551 -0.317 -1.160 -0.789 0.557
```
Positions in Å, forces in eV/Å.

As for the spin multiplicity: 1. Its LUMO energy is 0.84 eV. The calculation puts the energy relative to the best compared isomer or geometry (same formula, charge and spin) at 92.9 kcal/mol.

---

This record from the Open Molecules 2025 dataset describes C5H7NS2 in the gas phase. The level of theory is wB97M-V/def2-TZVPD.

XYZ file:
```
15
Properties=species:S:1:pos:R:3:forces:R:3
C -0.588 1.630 -0.702 -1.679 1.932 4.475
C -1.348 0.527 0.099 2.455 -1.360 -1.292
C 1.406 -0.170 0.901 -0.484 1.986 -2.365
C 1.885 -0.873 -0.272 3.154 -8.651 -4.092
C 2.379 -1.947 -0.888 -6.464 11.190 8.125
H 0.357 1.339 -1.179 -0.250 0.326 0.674
H -0.686 2.610 0.133 1.409 -2.603 -2.482
H -1.328 1.927 -1.374 -0.789 0.433 -1.688
H 1.796 0.842 0.794 -0.724 0.565 0.023
H 1.995 -0.485 1.674 1.059 -1.302 2.469
H 2.874 -2.439 -1.534 3.172 -3.507 -4.399
H -2.653 -1.312 1.338 -1.751 -1.078 -2.098
N -2.401 0.069 -0.414 -1.426 -0.663 -0.347
S -0.315 -0.322 1.398 -1.107 0.166 0.117
S -3.374 -1.396 0.025 3.425 2.565 2.880
```
Positions in Å, forces in eV/Å.

As for the spin multiplicity: 1. Its LUMO energy is 0.34 eV. The calculation puts the energy relative to the best compared isomer or geometry (same formula, charge and spin) at 132.7 kcal/mol.

---

This record from the Open Molecules 2025 dataset describes 2 unconnected molecules or ions with the total composition C3H4N3O2. The level of theory is wB97M-V/def2-TZVPD.

XYZ file:
```
12
Properties=species:S:1:pos:R:3:forces:R:3
C 1.334 -1.149 0.090 1.154 -2.096 -0.879
C 0.311 0.959 -0.637 -0.821 -2.375 -1.515
C 1.080 0.179 0.288 -1.714 0.793 -0.381
N 1.659 -2.244 -0.171 -0.603 0.739 0.551
N -0.681 0.208 -1.319 -2.695 1.361 -1.100
N -0.772 -0.015 1.623 -2.141 0.559 -1.745
O -1.751 -0.090 0.798 0.655 0.260 2.386
O 0.451 2.112 -0.981 0.292 1.475 0.648
H 1.558 0.737 1.005 1.529 0.887 1.426
H -1.188 -0.608 -0.923 1.403 0.737 0.173
H -1.499 0.890 -1.532 2.187 -1.370 0.098
H -0.502 -0.978 1.759 0.753 -0.969 0.337
```
Positions in Å, forces in eV/Å.

As for the spin multiplicity: 1. The total charge is -1. Its LUMO energy (spin up / spin down) is 4.30 / 4.30 eV. The calculation puts the energy relative to the best compared isomer or geometry (same formula, charge and spin) at 71.0 kcal/mol.

---

This record from the Open Molecules 2025 dataset describes 2 unconnected molecules or ions with the total composition H7N3Si. The level of theory is wB97M-V/def2-TZVPD.

XYZ file:
```
11
Properties=species:S:1:pos:R:3:forces:R:3
N -0.613 -1.496 -0.260 0.107 0.271 -0.089
N 1.540 0.254 -0.518 -0.169 -0.014 0.197
N -1.039 1.273 -0.326 0.199 -0.147 0.151
Si 0.009 0.035 0.211 -0.140 -0.577 2.405
H 0.043 -2.260 -0.275 0.061 -0.139 -0.035
H -1.456 -1.799 0.199 -0.112 -0.093 0.120
H 2.224 -0.479 -0.436 0.112 -0.047 0.066
H 1.987 1.154 -0.478 0.071 0.097 -0.003
H -2.013 1.199 -0.088 -0.154 0.049 0.052
H -0.740 2.231 -0.289 0.012 0.173 0.044
H 0.059 -0.111 2.260 0.012 0.428 -2.908
```
Positions in Å, forces in eV/Å.

As for the spin multiplicity: 1. Its LUMO energy is 0.83 eV. The calculation puts the energy relative to the best compared isomer or geometry (same formula, charge and spin) at 22.4 kcal/mol.